(1)
Computed, not measured: a 2-piece molecular cluster, C3H13N2O overall, with ωB97M-V with the def2-TZVPD basis set.

Kohn-Sham gap (alpha / beta)	0.1420 / 0.3874	hartree
charge	0
multiplicity	2

Last column: Löwdin charge in e.
CARTESIAN COORDINATES (ANGSTROEM)
H -0.92 0.30 1.91  0.06
H 1.38 -0.46 -1.51  0.09
H 0.16 -3.95 -0.48  0.04
O -0.37 -3.14 -0.62  -0.17
H 1.85 1.29 0.47  0.11
H -1.24 0.44 -0.78  0.07
H -0.88 1.95 2.52  0.08
C 0.97 1.27 -0.18  -0.25
N -0.21 1.75 0.55  -0.15
H -1.19 -3.48 -1.01  0.01
H 0.87 -0.89 0.10  0.09
H 1.13 1.93 -1.02  0.11
H -0.75 -0.33 -2.23  0.03
H 0.62 0.99 2.39  0.08
H -1.05 -1.21 -0.79  0.05
C 0.75 -0.15 -0.68  -0.24
C -0.33 1.23 1.92  -0.14
N -0.67 -0.32 -1.18  0.06
H -0.13 2.76 0.61  0.10



(2)
Computed, not measured: a 2-piece molecular cluster, C3H13N2O overall in a non-equilibrium geometry, with ωB97M-V with the def2-TZVPD basis set.

Kohn-Sham gap	0.4210	hartree
charge	+1

Last column: Löwdin charge in e.
CARTESIAN COORDINATES (ANGSTROEM)
N -0.18 -0.82 0.14  -0.04
H -0.01 1.08 -0.80  0.14
H 1.49 -1.07 -3.51  0.03
H -0.62 -0.95 1.10  0.12
H -1.74 0.36 -0.48  0.14
H -1.42 2.15 1.23  0.12
C -0.73 0.59 -0.13  -0.09
H 1.31 -1.16 1.59  0.10
H 1.51 -2.05 -0.06  0.13
H 1.67 0.35 -4.24  0.06
H 0.26 1.63 1.49  0.12
C -0.74 1.31 1.23  -0.21
H -0.59 -1.40 -0.57  0.16
H 1.88 -0.42 0.00  0.09
H -1.04 0.37 3.20  0.10
H -2.36 0.55 2.06  0.12
N -1.33 0.34 2.22  -0.01
O 1.43 -0.11 -3.42  -0.08
C 1.24 -1.11 0.51  0.02



(3)
Computed, not measured: a 2-piece molecular cluster, C3H13N2O overall in a non-equilibrium geometry, with ωB97M-V with the def2-TZVPD basis set.

Kohn-Sham gap	0.4249	hartree
charge	+1

Last column: Löwdin charge in e.
CARTESIAN COORDINATES (ANGSTROEM)
H 0.64 -0.41 2.28  0.13
N -0.03 1.63 -0.23  -0.10
H 2.30 -0.44 -0.33  0.12
H 0.91 1.17 -0.59  0.13
H 0.13 2.67 -0.08  0.20
H 2.61 0.53 0.83  0.11
N 1.78 0.17 0.34  -0.03
H -0.52 1.13 -2.42  0.13
C -0.87 0.99 -1.34  0.00
C -0.40 0.93 1.07  -0.11
H -0.88 -0.07 -1.12  0.08
C 0.61 -0.27 1.17  -0.16
H 0.34 -1.22 0.74  0.09
H -1.81 1.49 -1.24  0.09
H -1.45 -3.78 -0.39  0.10
H -0.40 1.87 1.72  0.15
H -0.25 -2.96 -1.14  0.01
H -1.49 0.67 0.94  0.14
O -1.06 -2.90 -0.68  -0.07



(4)
Computed, not measured: C3H13N2Si as an isolated structure in a non-equilibrium geometry, with ωB97M-V with the def2-TZVPD basis set.

Kohn-Sham gap	0.3878	hartree
charge	+1

Last column: Löwdin charge in e.
CARTESIAN COORDINATES (ANGSTROEM)
H 1.67 1.38 -0.94  -0.06
C -2.09 0.78 -0.30  0.03
H -2.92 0.63 0.28  0.07
H -0.04 -1.82 0.02  0.05
H 2.11 0.29 1.69  0.04
N -0.84 -0.02 -0.09  -0.23
Si 2.52 0.22 -0.52  0.56
H -2.24 0.65 -1.46  0.15
H 3.90 0.36 -0.34  -0.08
H 0.32 1.41 1.04  0.09
H -1.36 -1.87 -1.20  0.14
H -1.64 -1.87 0.61  0.12
H -0.20 -0.07 1.99  0.12
H -0.22 0.20 -0.83  0.10
N 1.73 -0.31 0.93  -0.19
H 2.18 -0.78 -1.50  -0.08
C -0.03 0.40 1.04  -0.03
C -1.00 -1.51 -0.19  0.04
H -1.83 1.94 -0.24  0.15



(5)
Computed, not measured: a 2-piece molecular cluster, C3H13N3O overall in a non-equilibrium geometry, with ωB97M-V with the def2-TZVPD basis set.

SMILES	[NH3+]C[O-].NCCN
Kohn-Sham gap	0.3059	hartree
charge	0

Last column: Löwdin charge in e.
CARTESIAN COORDINATES (ANGSTROEM)
H 1.02 1.50 0.48  0.10
N -0.12 -1.46 1.62  0.09
H 0.04 -0.73 0.93  0.02
H -0.53 1.50 0.86  0.08
N 0.01 0.20 -3.40  -0.02
H 0.24 1.12 -3.77  0.06
H 0.48 -0.43 -3.99  0.03
H -0.07 2.18 -1.60  0.11
C 0.49 0.08 -1.98  -0.27
H -1.00 -1.94 1.53  0.08
C -0.24 1.17 -1.15  -0.26
H -1.09 0.20 2.78  0.09
H 1.59 0.27 -1.95  0.11
O -0.75 -1.57 3.98  -0.22
H 0.27 -0.93 -1.57  0.10
H 0.60 -2.23 1.54  0.14
H 0.65 -0.25 3.33  0.09
N 0.15 0.96 0.29  -0.05
H -1.33 1.00 -1.09  0.11
C -0.40 -0.64 3.16  -0.41



(6)
Computed, not measured: a 3-piece molecular cluster, C3H13N3O2 overall in a non-equilibrium geometry, with ωB97M-V with the def2-TZVPD basis set.

Kohn-Sham gap	0.1542	hartree
charge	0

Last column: Löwdin charge in e.
CARTESIAN COORDINATES (ANGSTROEM)
N 0.34 -0.17 -1.09  0.18
N -0.53 1.42 0.22  0.22
H -0.61 1.40 -1.93  0.18
H 2.88 2.07 0.29  -0.04
H -0.32 -0.97 0.78  0.08
H -2.89 0.99 -1.43  0.15
H 0.47 1.46 0.29  0.03
H 1.89 -2.07 1.38  0.10
C 1.82 -1.36 0.49  -0.11
H 2.12 -0.28 0.84  0.07
H -3.04 -0.86 1.90  -0.06
H 2.57 -1.63 -0.31  0.09
C 0.40 -1.20 0.02  -0.21
H 0.12 -1.98 -0.52  0.08
C -0.80 0.75 -1.01  -0.49
O 2.31 1.40 -0.07  -0.35
H 1.26 0.46 -1.13  0.13
H -2.55 -0.04 -0.10  0.04
N -2.14 0.36 -0.99  0.12
O -2.25 -0.63 1.43  -0.29
H -1.04 0.89 0.95  0.09



Result set for ΔE to the lowest compared entry with this formula, charge and spin: 0.324 1.415 2.550 3.708 2.697 9.507 eV, one per record in the order listed.
Result set for calculated total energy: -306.717686 -306.583707 -306.541966 -520.740904 -361.525340 -436.516499 a.u., one per record in the order listed.